(1)
Molecular formula: C34H67ClO14
Method: DFT, ωB97M-V/def2-TZVPD

Total charge: 0
LUMO in Ha: -0.047
Frontier orbital gap in eV: 7.83
Energy relative to the best compared isomer or geometry (same formula, charge and spin) in eV: 0.178
SMILES string: CC(C)CC1=C(Cl)C(=O)C=CC1=O.COCCOCCOC.COCCOCCOC.COCCOCCOC.COCCOCCOC

Last columns: bonded neighbours and bond lengths (Å).
Geometry (Å):
1 C -1.9695 -1.5736 -2.5374  C2 1.541, H14 1.080, H15 1.083, H16 1.084
2 C -3.0313 -2.1598 -3.4872  C1 1.541, C3 1.526, C4 1.546, H17 1.083
3 C -4.3957 -1.5761 -3.1316  C2 1.526, H18 1.082, H19 1.086, H20 1.082
4 C -2.7435 -1.9467 -4.9909  C2 1.546, C5 1.490, H21 1.084, H22 1.084
5 C -1.3203 -1.6858 -5.3468  C4 1.490, C6 1.335, C12 1.494
6 C -0.2941 -2.5238 -5.1822  C5 1.335, Cl7 1.715, C8 1.490
7 Cl -0.4700 -4.1307 -4.6091  C6 1.715
8 C 1.0760 -2.0877 -5.5739  C6 1.490, O9 1.216, C10 1.485
9 O 1.9253 -2.8444 -6.0046  C8 1.216
10 C 1.3070 -0.6315 -5.3947  C8 1.485, C11 1.326, H23 1.076
11 C 0.3057 0.2160 -5.5900  C10 1.326, C12 1.489, H24 1.075
12 C -1.0055 -0.3708 -5.9816  C5 1.494, C11 1.489, O13 1.216
13 O -1.7634 0.1681 -6.7654  C12 1.216
14 H -1.2492 -2.3246 -2.2488  C1 1.080
15 H -2.4657 -1.2465 -1.6317  C1 1.083
16 H -1.4684 -0.7006 -2.9408  C1 1.084
17 H -3.0780 -3.2249 -3.2982  C2 1.083
18 H -4.5805 -1.7878 -2.0872  C3 1.082
19 H -4.3478 -0.4948 -3.2209  C3 1.086
20 H -5.1895 -1.9834 -3.7436  C3 1.082
21 H -3.3303 -1.0942 -5.3149  C4 1.084
22 H -3.1178 -2.7895 -5.5600  C4 1.084
23 H 2.2895 -0.2997 -5.1068  C10 1.076
24 H 0.4263 1.2782 -5.4779  C11 1.075
25 C 2.8393 -1.8866 -1.3839  O26 1.409, H34 1.099, H35 1.091, H36 1.096
26 O 2.9656 -3.2067 -1.8604  C25 1.409, C27 1.424
27 C 3.7255 -3.3070 -3.0608  O26 1.424, C28 1.513, H37 1.095, H38 1.095
28 C 4.6981 -4.4654 -3.0234  C27 1.513, O29 1.420, H39 1.093, H40 1.091
29 O 5.7689 -4.2773 -2.1107  C28 1.420, C30 1.418
30 C 5.4986 -4.3773 -0.7222  O29 1.418, C31 1.514, H41 1.091, H42 1.094
31 C 5.2559 -5.7762 -0.1968  C30 1.514, O32 1.417, H43 1.098, H44 1.095
32 O 4.0016 -6.2922 -0.6073  C31 1.417, C33 1.410
33 C 4.0273 -7.6505 -0.9866  O32 1.410, H45 1.095, H46 1.089, H47 1.095
34 H 2.0657 -1.3438 -1.9446  C25 1.099
35 H 2.5342 -1.9334 -0.3377  C25 1.091
36 H 3.7859 -1.3373 -1.4411  C25 1.096
37 H 4.2858 -2.3829 -3.2400  C27 1.095
38 H 3.0228 -3.4486 -3.8881  C27 1.095
39 H 5.1693 -4.5173 -4.0077  C28 1.093
40 H 4.1876 -5.4160 -2.8650  C28 1.091
41 H 4.6981 -3.6970 -0.4277  C30 1.091
42 H 6.4112 -4.0132 -0.2418  C30 1.094
43 H 5.2643 -5.7357 0.9007  C31 1.098
44 H 6.0728 -6.4283 -0.5235  C31 1.095
45 H 4.8890 -7.8724 -1.6251  C33 1.095
46 H 3.1203 -7.8513 -1.5554  C33 1.089
47 H 4.0482 -8.3055 -0.1089  C33 1.095
48 C -2.1730 6.4323 0.0975  O49 1.410, H57 1.096, H58 1.090, H59 1.095
49 O -1.5332 5.2231 0.4398  C48 1.410, C50 1.419
50 C -2.3289 4.3413 1.2169  O49 1.419, C51 1.513, H60 1.095, H61 1.097
51 C -2.2035 2.9039 0.7623  C50 1.513, O52 1.420, H62 1.093, H63 1.091
52 O -2.8001 2.6041 -0.4915  C51 1.420, C53 1.418
53 C -2.1925 3.0667 -1.6858  O52 1.418, C54 1.514, H64 1.091, H65 1.094
54 C -0.8971 2.3786 -2.0610  C53 1.514, O55 1.417, H66 1.099, H67 1.095
55 O 0.1715 2.7624 -1.2133  C54 1.417, C56 1.410
56 C 1.0103 1.6922 -0.8401  O55 1.410, H68 1.096, H69 1.090, H70 1.098
57 H -2.1694 7.1329 0.9399  C48 1.096
58 H -1.6188 6.8775 -0.7283  C48 1.090
59 H -3.2045 6.2637 -0.2294  C48 1.095
60 H -3.3827 4.6362 1.1897  C50 1.095
61 H -1.9844 4.4021 2.2564  C50 1.097
62 H -2.7626 2.3013 1.4828  C51 1.093
63 H -1.1667 2.5659 0.8020  C51 1.091
64 H -2.0780 4.1516 -1.6839  C53 1.091
65 H -2.9150 2.8249 -2.4705  C53 1.094
66 H -0.6396 2.6674 -3.0896  C54 1.099
67 H -1.0482 1.2941 -2.0340  C54 1.095
68 H 0.4291 0.8016 -0.5749  C56 1.096
69 H 1.5864 1.9950 0.0340  C56 1.090
70 H 1.7021 1.4417 -1.6548  C56 1.098
71 C 3.1349 3.0825 1.9774  O72 1.412, H80 1.096, H81 1.089, H82 1.095
72 O 3.5050 1.7753 1.5937  C71 1.412, C73 1.417
73 C 4.3830 1.7189 0.4827  O72 1.417, C74 1.515, H83 1.095, H84 1.099
74 C 5.4837 0.6944 0.6658  C73 1.515, O75 1.419, H85 1.093, H86 1.092
75 O 6.4760 1.0164 1.6275  C74 1.419, C76 1.420
76 C 6.1701 0.9610 3.0129  O75 1.420, C77 1.513, H87 1.091, H88 1.093
77 C 5.9640 -0.4304 3.5715  C76 1.513, O78 1.415, H89 1.098, H90 1.095
78 O 4.7332 -0.9811 3.1414  C77 1.415, C79 1.409
79 C 4.7833 -2.3369 2.7627  O78 1.409, H91 1.096, H92 1.090, H93 1.095
80 H 2.3598 3.4843 1.3153  C71 1.096
81 H 2.7352 3.0283 2.9894  C71 1.089
82 H 3.9955 3.7592 1.9813  C71 1.095
83 H 4.8309 2.6993 0.2901  C73 1.095
84 H 3.7955 1.4313 -0.4001  C73 1.099
85 H 6.0298 0.6526 -0.2803  C74 1.093
86 H 5.0697 -0.3013 0.8361  C74 1.092
87 H 5.3352 1.6162 3.2666  C76 1.091
88 H 7.0569 1.3711 3.5024  C76 1.093
89 H 5.9487 -0.3671 4.6672  C77 1.098
90 H 6.8061 -1.0649 3.2747  C77 1.095
91 H 5.6667 -2.5474 2.1492  C79 1.096
92 H 3.8974 -2.5387 2.1607  C79 1.090
93 H 4.7772 -2.9974 3.6366  C79 1.095
94 C -8.0456 3.4941 6.2280  O95 1.411, H103 1.096, H104 1.089, H105 1.095
95 O -7.7086 2.7548 5.0750  C94 1.411, C96 1.417
96 C -7.3844 3.5475 3.9461  O95 1.417, C97 1.514, H106 1.095, H107 1.098
97 C -6.1871 3.0109 3.1900  C96 1.514, O98 1.420, H108 1.093, H109 1.091
98 O -4.9366 3.1440 3.8492  C97 1.420, C99 1.420
99 C -4.6590 2.3388 4.9855  O98 1.420, C100 1.514, H110 1.091, H111 1.093
100 C -4.4687 0.8631 4.7052  C99 1.514, O101 1.417, H112 1.098, H113 1.096
101 O -5.6876 0.2149 4.3874  C100 1.417, C102 1.411
102 C -5.5908 -0.7214 3.3368  O101 1.411, H114 1.096, H115 1.089, H116 1.095
103 H -9.0727 3.8707 6.1690  C94 1.096
104 H -7.9689 2.8241 7.0836  C94 1.089
105 H -7.3594 4.3333 6.3834  C94 1.095
106 H -7.1892 4.5837 4.2417  C96 1.095
107 H -8.2463 3.5412 3.2662  C96 1.098
108 H -6.0860 3.6213 2.2886  C97 1.093
109 H -6.3566 1.9857 2.8584  C97 1.091
110 H -5.3900 2.5020 5.7782  C99 1.091
111 H -3.7012 2.7134 5.3561  C99 1.093
112 H -4.0570 0.3941 5.6082  C100 1.098
113 H -3.7412 0.7438 3.8947  C100 1.096
114 H -5.0048 -0.3265 2.4996  C102 1.096
115 H -6.6003 -0.9239 2.9814  C102 1.089
116 H -5.1420 -1.6587 3.6830  C102 1.095

Mulliken population analysis, charges in e, atoms 1 to 2: number 1, C, carries -1.176; number 2, C, carries 1.141


(2)
Molecular formula: C34H68BCl52F3N2
Method: DFT, ωB97M-V/def2-TZVPD

Total charge: 0
LUMO in Ha: 0.000
Frontier orbital gap in eV: 8.88

Last columns: bonded neighbours and bond lengths (Å).
Geometry (Å):
1 C 2.2111 2.9843 -1.1639  C2 1.604, H15 1.138, H16 1.139, H17 1.127
2 C 1.3660 1.8673 -0.3820  C1 1.604, N3 1.300, C4 1.573
3 N 0.7049 2.2121 0.6825  C2 1.300, H18 1.033
4 C 1.3928 0.4266 -1.0128  C2 1.573, B5 1.606, H19 1.143, H20 1.135
5 B 0.0292 -0.0466 -1.7165  C4 1.606, C6 1.631, C11 1.625
6 C -0.3665 -1.6192 -1.5381  B5 1.631, C7 1.597, H21 1.142, H22 1.143
7 C 0.8761 -2.5917 -1.7874  C6 1.597, C8 1.590, H23 1.142, H24 1.138
8 C 1.4395 -2.5449 -3.2738  C7 1.590, C9 1.614, H25 1.141, H26 1.143
9 C 2.9966 -2.1286 -3.3467  C8 1.614, N10 1.483, H27 1.141, H28 1.130
10 N 3.4439 -1.7824 -4.7179  C9 1.483, H29 1.021, H30 1.028
11 C -0.9809 0.8488 -2.6218  B5 1.625, F12 1.427, F13 1.403, F14 1.388
12 F -2.3095 0.4265 -2.3151  C11 1.427
13 F -0.8522 0.6209 -4.0007  C11 1.403
14 F -0.9691 2.2168 -2.3882  C11 1.388
15 H 3.2983 2.7062 -0.9774  C1 1.138
16 H 1.9702 2.9274 -2.2758  C1 1.139
17 H 2.0649 4.0132 -0.7277  C1 1.127
18 H 0.8924 3.2166 0.8368  N3 1.033
19 H 1.5781 -0.2974 -0.1478  C4 1.143
20 H 2.3193 0.3518 -1.6648  C4 1.135
21 H -1.2228 -1.9203 -2.2312  C6 1.142
22 H -0.7708 -1.7390 -0.4759  C6 1.143
23 H 1.7036 -2.4296 -1.0176  C7 1.142
24 H 0.5021 -3.6517 -1.6089  C7 1.138
25 H 0.7909 -1.9280 -3.9808  C8 1.141
26 H 1.4087 -3.6041 -3.7014  C8 1.143
27 H 3.6375 -2.9994 -2.9819  C9 1.141
28 H 3.2507 -1.2503 -2.6828  C9 1.130
29 H 2.8726 -1.0199 -5.0855  N10 1.021
30 H 3.4109 -2.6041 -5.3348  N10 1.028
31 C 0.5440 -0.3127 3.4069  Cl32 1.764, Cl33 1.770, H34 1.088, H35 1.087
32 Cl 1.1128 -1.1538 1.9646  C31 1.764
33 Cl 0.1095 -1.4554 4.6869  C31 1.770
34 H 1.3335 0.3421 3.7704  C31 1.088
35 H -0.3315 0.2745 3.1432  C31 1.087
36 C -2.5241 4.2611 2.0192  Cl37 1.769, Cl38 1.767, H39 1.087, H40 1.088
37 Cl -1.9294 3.2065 3.3092  C36 1.769
38 Cl -1.1942 5.0687 1.1808  C36 1.767
39 H -3.0803 3.6616 1.3033  C36 1.087
40 H -3.1751 5.0169 2.4532  C36 1.088
41 C 4.2747 -5.5924 -1.0056  Cl42 1.768, Cl43 1.768, H44 1.088, H45 1.088
42 Cl 4.3512 -6.0651 0.6960  C41 1.768
43 Cl 2.6316 -5.7461 -1.6405  C41 1.768
44 H 4.5932 -4.5559 -1.0980  C41 1.088
45 H 4.9375 -6.2350 -1.5808  C41 1.088
46 C -3.5193 0.2374 0.9957  Cl47 1.768, Cl48 1.767, H49 1.088, H50 1.088
47 Cl -4.6936 1.5525 1.1265  C46 1.768
48 Cl -2.5199 0.1183 2.4479  C46 1.767
49 H -4.0546 -0.6988 0.8557  C46 1.088
50 H -2.8740 0.4250 0.1401  C46 1.088
51 C -2.1237 -3.3125 -4.7659  Cl52 1.770, Cl53 1.771, H54 1.088, H55 1.088
52 Cl -1.4982 -4.4094 -3.5256  C51 1.770
53 Cl -0.8191 -2.4569 -5.6034  C51 1.771
54 H -2.6848 -3.8961 -5.4923  C51 1.088
55 H -2.7778 -2.5800 -4.2965  C51 1.088
56 C 5.3117 2.2645 1.6373  Cl57 1.767, Cl58 1.767, H59 1.087, H60 1.087
57 Cl 5.8567 3.6672 0.7106  C56 1.767
58 Cl 4.6492 1.0121 0.5809  C56 1.767
59 H 6.1587 1.8545 2.1811  C56 1.087
60 H 4.5418 2.5801 2.3370  C56 1.087
61 C -5.3932 1.1917 -2.3697  Cl62 1.768, Cl63 1.768, H64 1.087, H65 1.088
62 Cl -5.2224 -0.5515 -2.1296  C61 1.768
63 Cl -6.9645 1.5893 -3.0764  C61 1.768
64 H -5.3020 1.6907 -1.4088  C61 1.087
65 H -4.6077 1.5342 -3.0398  C61 1.088
66 C 0.3746 -6.1971 2.1001  Cl67 1.767, Cl68 1.768, H69 1.088, H70 1.088
67 Cl 1.3090 -5.0540 3.0709  C66 1.767
68 Cl 0.0092 -5.5325 0.5026  C66 1.768
69 H 0.9518 -7.1114 1.9784  C66 1.088
70 H -0.5587 -6.4156 2.6142  C66 1.088
71 C 5.1153 4.4809 4.8280  Cl72 1.769, Cl73 1.772, H74 1.085, H75 1.088
72 Cl 6.5482 3.4997 4.4928  C71 1.769
73 Cl 4.3280 5.0102 3.3313  C71 1.772
74 H 4.4144 3.8900 5.4087  C71 1.085
75 H 5.4157 5.3585 5.3959  C71 1.088
76 C 0.5086 -0.3346 -8.3423  Cl77 1.768, Cl78 1.767, H79 1.088, H80 1.088
77 Cl -0.6879 0.9474 -8.1204  C76 1.768
78 Cl 1.5630 -0.4686 -6.9312  C76 1.767
79 H -0.0105 -1.2798 -8.4857  C76 1.088
80 H 1.1135 -0.1086 -9.2174  C76 1.088
81 C 9.5991 5.1826 0.5411  Cl82 1.767, Cl83 1.769, H84 1.089, H85 1.090
82 Cl 8.4896 4.5622 1.7691  C81 1.767
83 Cl 11.1406 4.3152 0.5710  C81 1.769
84 H 9.1438 5.0590 -0.4400  C81 1.089
85 H 9.7835 6.2391 0.7332  C81 1.090
86 C -10.2409 -0.4336 -2.7987  Cl87 1.768, Cl88 1.767, H89 1.087, H90 1.088
87 Cl -10.8283 -1.5476 -4.0402  C86 1.768
88 Cl -10.0084 -1.2600 -1.2540  C86 1.767
89 H -9.2905 -0.0162 -3.1217  C86 1.087
90 H -10.9694 0.3632 -2.6668  C86 1.088
91 C -3.9344 5.1586 6.1286  Cl92 1.768, Cl93 1.769, H94 1.089, H95 1.088
92 Cl -3.0184 6.3521 7.0576  C91 1.768
93 Cl -4.2920 5.7507 4.5005  C91 1.769
94 H -3.3479 4.2445 6.0503  C91 1.089
95 H -4.8708 4.9536 6.6427  C91 1.088
96 C 10.2365 8.7304 -1.2218  Cl97 1.767, Cl98 1.768, H99 1.087, H100 1.088
97 Cl 11.7312 7.8257 -1.4855  C96 1.767
98 Cl 9.6196 8.4848 0.4171  C96 1.768
99 H 10.4338 9.7897 -1.3690  C96 1.087
100 H 9.4883 8.3913 -1.9346  C96 1.088
101 C 7.8660 -0.9977 2.6768  Cl102 1.769, Cl103 1.768, H104 1.088, H105 1.088
102 Cl 8.4109 0.4029 1.7436  C101 1.769
103 Cl 7.1955 -2.2510 1.6254  C101 1.768
104 H 8.7126 -1.4090 3.2216  C101 1.088
105 H 7.0970 -0.6773 3.3769  C101 1.088
106 C -1.8607 -7.2186 5.8189  Cl107 1.768, Cl108 1.768, H109 1.088, H110 1.088
107 Cl -1.4498 -8.1833 4.3957  C106 1.768
108 Cl -2.2693 -5.5583 5.3708  C106 1.768
109 H -2.7152 -7.6711 6.3167  C106 1.088
110 H -1.0066 -7.2026 6.4922  C106 1.088
111 C -4.0211 -7.2040 -1.8352  Cl112 1.768, Cl113 1.768, H114 1.088, H115 1.088
112 Cl -3.0921 -6.0507 -0.8692  C111 1.768
113 Cl -4.3998 -6.5520 -3.4346  C111 1.768
114 H -3.4372 -8.1137 -1.9550  C111 1.088
115 H -4.9513 -7.4279 -1.3180  C111 1.088
116 C -3.4937 1.3983 7.7359  Cl117 1.768, Cl118 1.768, H119 1.088, H120 1.088
117 Cl -2.5804 2.5919 8.6669  C116 1.768
118 Cl -3.8528 1.9942 6.1110  C116 1.768
119 H -2.9050 0.4873 7.6552  C116 1.088
120 H -4.4291 1.1894 8.2500  C116 1.088
121 C 0.7220 2.5716 5.7480  Cl122 1.768, Cl123 1.769, H124 1.088, H125 1.088
122 Cl 1.1850 1.4788 7.0589  C121 1.768
123 Cl 2.1441 3.3131 5.0020  C121 1.769
124 H 0.1817 2.0054 4.9926  C121 1.088
125 H 0.0829 3.3567 6.1470  C121 1.088
126 C 4.8565 -0.2109 8.0848  Cl127 1.770, Cl128 1.768, H129 1.088, H130 1.093
127 Cl 5.2093 1.0779 6.9245  C126 1.770
128 Cl 5.6317 -1.7276 7.6105  C126 1.768
129 H 5.2287 0.0845 9.0638  C126 1.088
130 H 3.7755 -0.3649 8.1282  C126 1.093
131 C -4.1190 1.6916 -7.6297  Cl132 1.768, Cl133 1.768, H134 1.088, H135 1.088
132 Cl -4.1252 1.2657 -5.9138  C131 1.768
133 Cl -5.4638 0.9272 -8.4853  C131 1.768
134 H -4.2073 2.7714 -7.7259  C131 1.088
135 H -3.1834 1.3551 -8.0713  C131 1.088
136 C 9.4170 -4.9591 -0.6886  Cl137 1.767, Cl138 1.767, H139 1.088, H140 1.087
137 Cl 10.1796 -6.3489 0.0931  C136 1.767
138 Cl 7.6955 -4.8693 -0.3003  C136 1.767
139 H 9.9035 -4.0493 -0.3437  C136 1.088
140 H 9.5311 -5.0536 -1.7659  C136 1.087
141 C -10.4149 -4.2818 -6.7722  Cl142 1.767, Cl143 1.768, H144 1.088, H145 1.088
142 Cl -8.9585 -5.2068 -7.1552  C141 1.767
143 Cl -11.2751 -3.8021 -8.2404  C141 1.768
144 H -11.0732 -4.8966 -6.1629  C141 1.088
145 H -10.1305 -3.3874 -6.2221  C141 1.088
146 C -12.8270 -0.0477 -8.4227  Cl147 1.768, Cl148 1.767, H149 1.088, H150 1.088
147 Cl -14.0094 1.2622 -8.3136  C146 1.768
148 Cl -11.8476 -0.1527 -6.9557  C146 1.767
149 H -13.3546 -0.9886 -8.5619  C146 1.088
150 H -12.1725 0.1377 -9.2713  C146 1.088
151 C -3.0366 8.0291 -0.7359  Cl152 1.766, Cl153 1.768, H154 1.088, H155 1.088
152 Cl -3.1157 7.6490 0.9874  C151 1.766
153 Cl -4.3684 7.2759 -1.6212  C151 1.768
154 H -3.0942 9.1077 -0.8620  C151 1.088
155 H -2.0942 7.6598 -1.1351  C151 1.088
156 C 1.1443 -2.0816 7.6983  Cl157 1.767, Cl158 1.769, H159 1.088, H160 1.088
157 Cl 2.0504 -3.5584 8.0431  C156 1.767
158 Cl 1.7534 -0.7182 8.6473  C156 1.769
159 H 1.2415 -1.8456 6.6405  C156 1.088
160 H 0.0977 -2.2430 7.9462  C156 1.088

Mulliken population analysis, charges in e, atoms 1 to 2: number 1, C, carries -1.025; number 2, C, carries 0.155